[1]
This record from OMol25 describes C4H6ClIO as an isolated structure at a distorted geometry. The level of theory is wB97M-V/def2-TZVPD.

## Properties
Energy ... -988.98709 a.u.
Multiplicity ... 1
Orbital gap (spin up / spin down) ... 8.6599 / 6.3266 eV
HOMO (spin up / spin down) ... -8.47 / -7.08 eV

Each line ends with the Löwdin charge.
CARTESIAN COORDINATES (ANGSTROEM)
C  -1.23862  -1.75532  0.02222  -0.3640
C  -0.89566  -2.52190  1.28244  -0.0804
C  1.18813  2.72799  -0.99099  -0.2457
C  0.42229  1.44324  -0.86346  -1.0957
O  -2.05380  -1.85625  -0.85708  0.0375
Cl  -0.85887  1.29866  0.27993  0.5420
I  1.54942  -0.37452  -0.53522  0.8022
H  -0.03733  -3.10058  0.98221  0.0714
H  -1.63652  -3.12801  1.64714  0.0413
H  -0.63668  -1.92013  2.12507  0.0657
H  1.65862  2.97951  -0.01498  0.0829
H  0.51317  3.48210  -1.33086  0.0546
H  2.02585  2.72520  -1.74641  0.0883

[2]
This record from OMol25 describes C38H58BMgN7O2P2S as an isolated structure at a distorted geometry. The level of theory is wB97M-V/def2-TZVPD.

## Properties
Energy ... -3322.47477 a.u.
Multiplicity ... 1
Orbital gap ... 6.5841 eV
HOMO ... -6.58 eV

Each line ends with the Löwdin charge.
CARTESIAN COORDINATES (ANGSTROEM)
Mg  -0.40046  0.62689  0.21006  0.5073
C  0.49038  -0.89176  4.54826  -0.0997
C  -1.05037  -0.82701  4.48655  -0.6933
C  -1.60343  -2.01294  5.28221  -0.0898
C  -1.49645  0.49012  5.14034  -0.1033
P  -1.47664  -0.70922  2.66124  1.1214
C  -1.04230  -2.44294  2.14299  -0.3072
N  -0.71597  -2.54273  0.73421  -0.0499
B  -0.44527  -1.47198  -0.23613  -0.4350
N  -0.24235  -2.24373  -1.47284  -0.0342
C  -0.16584  -1.76607  -2.84960  -0.3063
P  0.61323  -0.08572  -2.99074  1.1494
C  2.42322  -0.48399  -3.41093  -0.6906
C  3.22241  0.70265  -2.83639  -0.1229
C  2.84668  -1.76436  -2.68102  -0.0954
C  2.79492  -0.64851  -4.88278  -0.1010
C  -0.30152  0.56698  -4.49392  -0.6997
C  -0.30138  -0.29137  -5.76194  -0.0917
C  0.25622  1.96925  -4.79202  -0.1002
C  -1.76487  0.73503  -4.02489  -0.1017
C  -0.35810  -3.61469  -1.22876  -0.1795
C  -0.25927  -4.70420  -2.07912  -0.0237
C  -0.40824  -5.98727  -1.54273  -0.1132
C  -0.65838  -6.16961  -0.18887  -0.1144
C  -0.77655  -5.07141  0.66913  -0.0253
C  -0.62759  -3.80048  0.13769  -0.1838
C  -3.34275  -0.65597  2.39326  -0.6840
C  -4.20582  -1.40183  3.40494  -0.0954
C  -3.74807  0.83088  2.37382  -0.1098
C  -3.62732  -1.22308  0.99163  -0.0871
H  0.83532  -0.44733  5.48943  0.0858
H  0.97170  -0.35272  3.72772  0.0494
H  0.85166  -1.92177  4.52293  0.0790
H  -1.04141  -2.09384  6.21997  0.0862
H  -1.48159  -2.96004  4.74799  0.0749
H  -2.65241  -1.89793  5.54071  0.0616
H  -1.18842  0.50709  6.19253  0.0856
H  -2.58225  0.60966  5.11125  0.0604
H  -1.05000  1.35388  4.63789  0.0658
H  -1.88314  -3.10557  2.37264  0.0852
H  -0.20736  -2.78201  2.76207  0.0882
H  -1.16898  -1.69818  -3.27408  0.0860
H  0.37761  -2.48347  -3.46254  0.0701
H  3.08566  0.78059  -1.75576  0.0619
H  2.89423  1.65236  -3.27457  0.0672
H  4.29141  0.57292  -3.04686  0.0809
H  2.44044  -1.82319  -1.67182  0.0574
H  3.94133  -1.79418  -2.61116  0.0894
H  2.52695  -2.66038  -3.21793  0.0776
H  2.56485  0.23345  -5.48014  0.0595
H  2.29979  -1.51121  -5.33129  0.0781
H  3.87679  -0.81622  -4.95307  0.0854
H  0.62866  -0.21408  -6.32148  0.0578
H  -1.10974  0.04615  -6.42294  0.0853
H  -0.48408  -1.34762  -5.54066  0.0756
H  1.28155  1.94031  -5.16980  0.0623
H  0.24884  2.58887  -3.89050  0.0626
H  -0.36357  2.46079  -5.55206  0.0846
H  -2.32435  -0.19797  -4.11626  0.0751
H  -2.26065  1.47326  -4.66754  0.0860
H  -1.85245  1.07341  -2.98938  0.0478
H  -0.07859  -4.57406  -3.13922  0.0986
H  -0.33016  -6.84930  -2.19455  0.0928
H  -0.77190  -7.17208  0.20593  0.0922
H  -0.98044  -5.21648  1.72371  0.0994
H  -4.21221  -0.90898  4.37920  0.0669
H  -3.89171  -2.43927  3.53950  0.0756
H  -5.23915  -1.41505  3.03909  0.0857
H  -3.50321  1.34082  3.31102  0.0595
H  -4.83129  0.90990  2.22065  0.0889
H  -3.25130  1.35390  1.55125  0.0490
H  -3.45450  -2.30137  0.93573  0.0846
H  -3.02926  -0.73802  0.21809  0.0544
H  -4.68327  -1.03960  0.75814  0.0924
C  0.35836  5.56788  -1.81681  -0.0196
C  0.30534  4.15178  -1.31474  -0.2908
N  1.34928  3.52929  -0.91302  0.0515
O  2.49500  4.34480  -1.01032  -0.0735
C  -1.00607  3.42554  -1.31392  -0.3068
C  -2.24479  4.04285  -1.88068  -0.0359
N  -1.03063  2.24390  -0.80575  -0.1643
O  -2.15155  1.53086  -0.71508  -0.2591
H  1.04182  6.16393  -1.21811  0.0757
H  -0.62698  6.02692  -1.80916  0.0671
H  0.73460  5.58207  -2.84379  0.0955
H  3.19606  3.71912  -0.80027  0.0821
H  -2.11123  4.32468  -2.93046  0.0848
H  -2.54396  4.94282  -1.33377  0.0773
H  -3.04915  3.31245  -1.81366  0.0708
N  2.92710  1.93610  2.81990  0.1881
C  3.53483  0.72850  2.49501  -0.1846
C  4.73806  0.14503  2.88198  -0.0193
C  4.98732  -1.12966  2.40730  -0.0855
C  4.06103  -1.80507  1.59241  -0.0699
C  2.86928  -1.21686  1.21775  0.0011
C  2.62176  0.07924  1.66711  -0.2195
N  1.50968  0.89713  1.46436  0.1353
C  1.71485  1.95709  2.20275  -0.2735
C  0.71691  3.01256  2.37448  -0.3290
C  0.91347  4.30679  2.72880  -0.3409
S  -0.58923  5.10871  2.74584  1.0452
C  -1.37991  3.65157  2.30444  -0.4416
N  -0.58464  2.64340  2.13818  0.0417
H  3.25958  2.61422  3.48185  0.1623
H  5.43960  0.65595  3.52938  0.1083
H  5.90882  -1.62797  2.68532  0.1025
H  4.28401  -2.81220  1.26009  0.1071
H  2.13060  -1.73851  0.61981  0.0950
H  1.83876  4.83096  2.92071  0.0814
H  -2.45551  3.60772  2.15454  0.0887

[3]
This record from OMol25 describes a 8-piece molecular cluster, C41H91N10O11 overall at a distorted geometry. The level of theory is wB97M-V/def2-TZVPD.

## Properties
Energy ... -2991.64533 a.u.
Multiplicity ... 1
Net charge ... +1
Orbital gap ... 6.7952 eV
HOMO ... -9.98 eV

Each line ends with the Löwdin charge.
CARTESIAN COORDINATES (ANGSTROEM)
C  4.24644  -4.25060  3.35493  -0.0538
C  3.53558  -2.90846  3.18166  -0.2837
O  4.49420  -1.89000  2.98816  -0.1450
C  4.07951  -0.83613  2.14347  -0.2082
C  2.92716  0.00899  2.70694  -0.1545
C  1.54941  -0.22800  2.06991  -0.1837
C  0.39381  0.15553  3.01339  -0.1554
C  -0.28105  -0.98067  3.77744  -0.0806
N  -1.15809  -1.82784  2.93776  0.0580
C  -0.56870  -3.08760  2.44424  -0.0948
C  -0.83908  -4.22638  3.43685  -0.1154
C  0.32993  -5.21983  3.55015  -0.2338
O  1.04185  -5.06874  4.76492  -0.0618
C  -2.37893  -1.51098  2.67938  -0.2505
N  -3.14539  -2.35277  1.86996  0.0698
C  -4.35614  -2.89542  2.51226  -0.1144
C  -4.59462  -4.34277  2.14481  -0.3381
C  -3.58692  -5.13282  1.43346  -0.0445
O  -4.85310  -4.63072  0.81350  -0.0376
N  -2.90750  -0.34608  3.25656  0.0669
O  -2.72697  0.71966  2.32605  -0.1109
C  -3.19263  1.96548  2.88558  -0.1356
C  -2.15038  2.75586  3.67877  -0.3071
C  -2.14488  4.19271  3.12619  -0.0515
C  -2.35559  2.83807  5.21888  -0.3804
C  -0.98136  2.95191  5.89194  -0.0617
C  -3.14012  1.68366  5.84294  -0.0753
H  4.10695  -4.89051  2.48321  0.0720
H  3.87679  -4.78323  4.22733  0.0642
H  5.31336  -4.06369  3.46168  0.0805
H  2.85452  -2.94426  2.31913  0.0981
H  2.92577  -2.69314  4.06882  0.1096
H  4.95575  -0.20540  2.00343  0.1256
H  3.80817  -1.22203  1.15437  0.1027
H  2.88266  -0.13953  3.79108  0.1178
H  3.17812  1.06272  2.56576  0.1103
H  1.47427  -1.24746  1.69271  0.0854
H  1.47554  0.40375  1.18558  0.0980
H  -0.35179  0.74595  2.48410  0.0906
H  0.80096  0.80768  3.79191  0.1108
H  -0.88040  -0.58872  4.59676  0.1223
H  0.47137  -1.65129  4.19694  0.1340
H  -0.95648  -3.30617  1.45533  0.1252
H  0.50260  -2.93102  2.37290  0.0973
H  -1.77769  -4.72726  3.20009  0.0969
H  -0.95688  -3.77210  4.42539  0.1228
H  1.05547  -5.05126  2.75342  0.1174
H  -0.04552  -6.24076  3.45119  0.1243
H  0.47717  -5.34875  5.49359  0.0943
H  -3.36696  -1.88631  0.99578  0.1605
H  -4.26592  -2.84364  3.59961  0.1352
H  -5.24358  -2.34841  2.18040  0.1350
H  -5.18820  -4.89316  2.87425  0.1507
H  -2.84640  -4.66297  0.80466  0.1057
H  -3.61405  -6.20816  1.55839  0.0989
H  -3.90879  -0.46455  3.40742  0.1387
H  -3.47576  2.52442  1.99478  0.1000
H  -4.11651  1.80385  3.44500  0.1269
H  -1.15865  2.34149  3.48587  0.1106
H  -3.16078  4.59273  3.11129  0.0914
H  -1.71764  4.23967  2.12433  0.0849
H  -1.55867  4.84123  3.77844  0.0785
H  -2.89712  3.76631  5.42100  0.1353
H  -1.06548  2.84702  6.97375  0.0784
H  -0.51844  3.91984  5.69744  0.0798
H  -0.31309  2.16703  5.52754  0.0675
H  -2.99635  1.68691  6.92444  0.0785
H  -4.21572  1.77679  5.68341  0.0785
H  -2.80326  0.71466  5.47350  0.0527
C  2.92111  -1.01753  -1.87283  -0.3501
O  2.91248  -0.24424  -0.92087  -0.0259
N  3.94446  -1.16133  -2.71635  -0.1804
C  3.91024  -2.05636  -3.86278  -0.0484
C  5.14523  -0.37240  -2.47110  -0.0146
H  2.05962  -1.66261  -2.11716  0.1313
H  4.69397  -2.80992  -3.76793  0.0967
H  4.06544  -1.51239  -4.78896  0.0563
H  2.94378  -2.55753  -3.90157  0.0815
H  5.56535  -0.62140  -1.49618  0.0948
H  4.89301  0.68562  -2.47763  0.0660
H  5.87535  -0.57770  -3.24890  0.0951
C  -2.71613  -9.91398  1.05722  -0.3509
O  -2.35931  -8.81629  1.45224  -0.0117
N  -3.91253  -10.16733  0.49794  -0.1972
C  -4.28930  -11.48871  0.03820  -0.0527
C  -4.84782  -9.06629  0.35889  -0.0438
H  -2.06918  -10.80281  1.12432  0.1349
H  -4.50385  -11.48008  -1.03170  0.0916
H  -5.17356  -11.84619  0.56840  0.0917
H  -3.47105  -12.18207  0.22212  0.0845
H  -4.41230  -8.27690  -0.25511  0.0907
H  -5.07794  -8.64632  1.33928  0.0894
H  -5.76343  -9.42337  -0.10508  0.0885
C  -6.35718  3.92408  0.13577  -0.3477
O  -5.95041  3.83389  1.28238  -0.0041
N  -6.01280  3.07015  -0.84568  -0.1906
C  -6.48501  3.19367  -2.20993  -0.0482
C  -5.11183  1.99814  -0.47630  -0.0474
H  -7.04237  4.72181  -0.19251  0.1347
H  -7.05182  2.30899  -2.50610  0.0899
H  -5.64432  3.32870  -2.89285  0.0824
H  -7.13446  4.06416  -2.28632  0.0838
H  -5.56415  1.39100  0.31093  0.0897
H  -4.19365  2.43265  -0.07973  0.0794
H  -4.88638  1.37811  -1.34034  0.0906
C  4.08728  3.25007  -1.92210  -0.3502
O  5.17985  3.29881  -2.46408  -0.0052
N  3.77390  3.88378  -0.78045  -0.1829
C  2.46460  3.77886  -0.17850  -0.0573
C  4.80482  4.69005  -0.14453  -0.0343
H  3.25194  2.66072  -2.33505  0.1325
H  1.99128  4.76008  -0.10297  0.0895
H  2.53395  3.34778  0.82337  0.0802
H  1.83754  3.13180  -0.78982  0.0823
H  5.13637  5.47483  -0.82242  0.0872
H  5.66781  4.07097  0.10002  0.0956
H  4.41338  5.14078  0.76362  0.0924
C  7.89885  5.40056  -1.45085  -0.3547
O  7.92847  6.11076  -0.45993  0.0039
N  8.90223  5.29161  -2.34213  -0.1949
C  8.79236  4.42583  -3.49769  -0.0529
C  10.11316  6.06350  -2.12913  -0.0435
H  7.03195  4.77289  -1.70992  0.0967
H  9.57189  3.66076  -3.48574  0.0886
H  8.88418  4.99879  -4.42302  0.0889
H  7.82000  3.93516  -3.48556  0.0775
H  10.57433  5.80116  -1.17654  0.0914
H  9.89069  7.13072  -2.10824  0.0915
H  10.81096  5.85611  -2.93716  0.0840
C  -4.81288  6.14264  -4.83824  -0.3537
O  -4.14014  5.29844  -4.27503  -0.0011
N  -5.34137  7.22066  -4.22875  -0.1979
C  -6.13343  8.20106  -4.94238  -0.0568
C  -5.09716  7.39808  -2.80794  -0.0373
H  -5.04675  6.09356  -5.91440  0.1338
H  -5.67043  9.18792  -4.88931  0.0914
H  -7.14001  8.26674  -4.52513  0.0901
H  -6.21027  7.91109  -5.98853  0.0833
H  -4.02809  7.46859  -2.60727  0.0948
H  -5.48653  6.55090  -2.24116  0.0779
H  -5.58791  8.30968  -2.47587  0.0881
C  3.78034  -1.77473  -7.96217  -0.3293
O  4.21995  -1.87991  -6.83067  -0.0050
N  2.51564  -2.06846  -8.31237  -0.1948
C  2.03934  -1.92990  -9.67351  -0.0547
C  1.60692  -2.54024  -7.28340  -0.0412
H  4.39723  -1.42463  -8.80463  0.1369
H  1.21396  -1.21760  -9.72497  0.0907
H  1.69706  -2.88976  -10.06422  0.0911
H  2.84888  -1.56812  -10.30416  0.0844
H  1.50093  -1.79425  -6.49443  0.0899
H  1.98330  -3.45857  -6.83117  0.0930
H  0.63468  -2.73104  -7.73130  0.0857

Please write out number 1 again, unchanged.
This record from OMol25 describes C4H6ClIO as an isolated structure at a distorted geometry. The level of theory is wB97M-V/def2-TZVPD.

## Properties
Energy ... -988.98709 a.u.
Multiplicity ... 1
Orbital gap (spin up / spin down) ... 8.6599 / 6.3266 eV
HOMO (spin up / spin down) ... -8.47 / -7.08 eV

Each line ends with the Löwdin charge.
CARTESIAN COORDINATES (ANGSTROEM)
C  -1.23862  -1.75532  0.02222  -0.3640
C  -0.89566  -2.52190  1.28244  -0.0804
C  1.18813  2.72799  -0.99099  -0.2457
C  0.42229  1.44324  -0.86346  -1.0957
O  -2.05380  -1.85625  -0.85708  0.0375
Cl  -0.85887  1.29866  0.27993  0.5420
I  1.54942  -0.37452  -0.53522  0.8022
H  -0.03733  -3.10058  0.98221  0.0714
H  -1.63652  -3.12801  1.64714  0.0413
H  -0.63668  -1.92013  2.12507  0.0657
H  1.65862  2.97951  -0.01498  0.0829
H  0.51317  3.48210  -1.33086  0.0546
H  2.02585  2.72520  -1.74641  0.0883

Question: The highest energy belongs to which entry?
Answer: C4H6ClIO